# 1
Here is a structure of composition C43H44AsBCdN6P2S3 from the Open Molecules 2025 dataset. Energies are from wB97M-V/def2-TZVPD.

Cartesian coordinates (Å):
Cd (0.697, 0.567, -0.283)
As (3.300, -0.576, -1.223)
S (0.856, -0.532, 2.375)
S (1.319, -2.821, -0.281)
S (0.042, 4.632, 2.413)
P (-0.454, -1.700, 1.408)
P (-0.773, -1.991, -1.984)
N (2.107, 2.387, -0.020)
N (-0.646, 3.418, -1.059)
N (-0.940, 2.268, -0.408)
N (1.845, 3.541, -0.667)
N (0.921, 1.323, -2.674)
N (0.939, 2.654, -2.883)
C (-1.492, -4.177, -3.492)
C (3.417, 4.000, 0.820)
C (-1.250, -3.765, -2.182)
C (-0.687, -5.916, 3.315)
C (-3.670, -0.818, 3.788)
C (-1.982, -6.413, -2.754)
C (-2.504, 0.113, -2.464)
C (-1.633, 4.308, -0.883)
C (-2.615, 3.730, -0.108)
C (2.053, 6.271, 3.395)
C (-4.392, -0.389, 1.541)
C (3.043, 2.656, 0.880)
C (1.310, 1.718, -4.848)
C (-1.721, -6.020, -1.446)
C (1.138, 0.748, -3.849)
C (0.529, -3.882, 2.888)
C (2.183, 3.969, 4.017)
C (3.791, -1.873, -2.605)
C (2.618, 4.522, -0.175)
C (-1.772, -5.411, 2.614)
C (-2.465, -1.248, -2.156)
C (-0.131, -1.637, -0.335)
C (-4.886, -1.255, -2.123)
C (3.223, 6.526, 4.095)
C (-0.552, -3.370, 2.178)
C (4.481, 0.844, -1.953)
C (1.173, 2.919, -4.178)
C (3.893, 5.509, 4.772)
C (-2.411, -1.149, 3.320)
C (-3.675, -1.923, -1.993)
C (-1.360, -4.709, -1.166)
C (3.350, 4.226, 4.720)
C (4.520, -1.145, 0.197)
C (-3.711, 0.793, -2.569)
C (-2.123, -1.122, 1.951)
C (-2.117, 2.454, 0.172)
C (0.461, -5.144, 3.457)
C (-4.671, -0.443, 2.894)
C (-1.867, -5.484, -3.780)
C (-4.907, 0.107, -2.405)
C (-1.705, -4.139, 2.056)
C (-3.122, -0.731, 1.076)
C (1.478, 4.980, 3.325)
B (0.726, 3.667, -1.723)
H (3.182, -2.767, -2.491)
H (-2.673, -6.003, 2.502)
H (-2.258, -7.438, -2.973)
H (-2.912, -0.676, 0.021)
H (-5.152, -0.078, 0.834)
H (0.749, 4.782, -2.186)
H (-0.737, -6.905, 3.756)
H (4.036, 1.222, -2.877)
H (3.377, 1.880, 1.552)
H (5.480, 0.456, -2.166)
H (4.599, -0.342, 0.931)
H (3.625, 7.535, 4.109)
H (-5.659, -0.187, 3.259)
H (1.785, 2.961, 3.971)
H (4.553, 1.673, -1.249)
H (3.608, -1.423, -3.582)
H (4.116, 4.523, 1.450)
H (-2.058, -5.779, -4.805)
H (-1.551, 5.296, -1.302)
H (1.219, 3.937, -4.527)
H (4.802, 5.709, 5.327)
H (-3.522, 4.180, 0.256)
H (-5.852, 0.631, -2.495)
H (4.852, -2.116, -2.520)
H (1.312, -5.535, 4.001)
H (-2.547, 1.682, 0.786)
H (2.513, 5.530, -0.537)
H (-1.125, -4.419, -0.151)
H (5.511, -1.366, -0.206)
H (-3.713, 1.856, -2.774)
H (1.546, 7.071, 2.867)
H (-1.786, -6.739, -0.637)
H (-1.626, -1.414, 4.018)
H (1.495, 1.565, -5.898)
H (1.154, -0.329, -3.914)
H (3.849, 3.411, 5.235)
H (4.092, -2.020, 0.682)
H (-1.386, -3.456, -4.297)
H (-3.873, -0.842, 4.852)
H (-5.816, -1.794, -1.984)
H (1.420, -3.273, 2.973)
H (-1.569, 0.651, -2.585)
H (-2.561, -3.740, 1.522)
H (-3.671, -2.980, -1.749)

Atomic forces in eV per Å
0.1 -0.3 -0.1
0.2 0.2 0.0
-0.1 0.0 0.0
0.0 0.2 -0.2
0.1 0.2 0.1
-0.4 0.1 0.1
0.0 -0.1 0.0
-0.2 0.1 0.1
0.1 -0.1 0.0
0.0 0.2 0.0
0.1 -0.1 -0.2
-0.1 0.2 -0.1
0.1 0.0 0.1
-0.1 0.0 0.0
0.1 0.0 -0.1
-0.1 0.0 0.0
0.0 0.0 0.0
0.0 0.0 0.0
0.0 0.0 0.0
0.0 0.1 0.1
0.0 0.0 0.0
0.0 0.0 0.0
0.0 -0.1 0.0
0.1 0.0 0.0
0.0 0.0 0.1
0.0 0.0 0.0
0.0 0.0 0.0
0.1 0.0 0.0
0.0 0.0 0.0
0.0 0.0 0.1
0.0 -0.1 0.0
0.0 0.0 0.0
0.0 0.1 0.0
0.1 0.0 0.0
0.3 -0.4 0.2
0.1 0.0 0.0
0.0 0.0 0.0
0.1 0.0 -0.1
-0.1 0.0 0.0
0.0 0.0 0.0
-0.1 0.0 0.0
0.1 0.1 0.0
-0.1 0.0 -0.1
0.0 0.0 0.1
-0.1 0.0 0.0
0.0 0.0 0.1
0.0 0.0 0.0
0.0 0.0 0.0
0.0 0.0 0.1
0.0 0.0 0.0
0.0 0.0 0.0
0.0 0.0 0.0
0.0 0.0 0.0
-0.1 0.0 0.2
0.0 0.0 0.0
0.1 0.0 -0.1
0.0 0.0 0.1
0.0 0.0 0.0
0.0 0.0 0.0
0.0 0.0 0.0
0.0 0.0 0.0
0.0 0.0 0.0
0.0 0.0 0.0
0.0 0.0 0.0
0.0 0.0 0.0
0.0 0.0 0.0
0.0 0.0 0.0
0.0 0.0 0.0
0.0 0.0 0.0
0.0 0.0 0.0
0.0 0.0 0.0
0.0 0.0 0.0
0.0 0.0 0.0
0.0 0.0 0.0
0.0 0.0 0.0
0.0 0.0 0.0
0.0 0.0 0.0
0.0 0.0 0.0
0.0 0.0 0.0
0.0 0.0 0.0
0.0 0.0 0.0
0.0 0.0 0.0
0.0 0.0 0.0
0.0 0.0 0.0
0.0 0.0 -0.2
0.0 0.0 0.0
0.0 0.0 0.0
0.0 0.0 0.0
0.0 0.0 0.0
0.0 0.0 0.0
0.0 0.0 0.0
0.0 0.0 0.0
0.0 0.0 0.0
0.0 0.0 0.0
0.0 0.0 0.0
0.0 0.0 0.0
0.0 0.0 0.0
0.0 0.0 0.0
-0.1 0.0 0.0
0.0 0.0 0.0
0.0 0.0 0.0

Results
Net charge = -2
Strongest force on any atom = 0.54 eV/A
Molar mass = 1001.16 Da
Total energy = -171413.1432 eV
Energy above the lowest of the compared OMol25 structures with the same formula, charge and spin = 29.1 kcal/mol
E_HOMO = -1.11 eV

---

# 2
Here is a structure of composition C43H44AsBCdN6P2S3 from the Open Molecules 2025 dataset. Energies are from wB97M-V/def2-TZVPD.

Cartesian coordinates (Å):
Cd (-0.455, 0.831, 0.281)
As (-2.573, 1.339, -3.828)
S (-0.426, -1.262, -2.337)
S (-1.987, -0.090, 2.492)
S (-3.210, 1.472, 3.050)
P (1.935, -0.523, 1.828)
P (1.022, -1.677, -1.006)
N (-0.204, 3.679, -1.653)
N (-2.440, 3.261, -0.606)
N (-2.373, 1.925, -0.416)
N (-0.536, 4.053, 0.863)
N (-0.197, 2.871, 1.424)
N (0.804, 2.796, -1.461)
C (2.253, -2.114, 2.731)
C (3.930, -2.294, -3.865)
C (0.197, 3.125, 2.661)
C (5.908, -0.672, 0.476)
C (-4.622, -0.553, 4.341)
C (5.138, 1.600, 0.410)
C (-4.520, 2.513, -0.660)
C (2.524, -4.426, 4.321)
C (4.710, -1.142, -3.783)
C (3.328, -0.366, -1.969)
C (-6.526, 1.234, 5.293)
C (-4.123, 0.148, -3.620)
C (-5.473, 1.688, 4.516)
C (3.462, -3.400, 4.406)
C (0.993, -6.137, 0.290)
C (-0.313, 4.013, -2.952)
C (2.856, -2.471, -3.005)
C (2.206, -5.485, 0.126)
C (1.446, -4.286, 3.457)
C (-3.531, 2.688, -4.904)
C (6.143, 0.665, 0.183)
C (-1.780, 0.398, -5.359)
C (3.655, -0.150, 1.216)
C (1.313, -3.143, 2.674)
C (4.401, -0.176, -2.838)
C (-0.348, 5.050, 1.746)
C (-3.720, 3.636, -0.758)
C (-0.157, -4.152, -0.455)
C (1.057, -3.487, -0.622)
C (-0.191, -5.463, -0.002)
C (-3.614, 1.467, -0.436)
C (0.126, 4.505, 2.922)
C (0.893, -0.829, 0.450)
C (2.233, -4.168, -0.325)
C (-4.501, 0.801, 4.026)
C (-6.644, -0.119, 5.607)
C (4.674, -1.072, 0.982)
C (1.332, 2.598, -2.662)
C (-5.684, -0.999, 5.123)
C (2.548, -1.512, -2.037)
C (3.319, -2.258, 3.628)
C (3.916, 1.194, 0.932)
C (0.666, 3.345, -3.652)
B (-1.167, 4.150, -0.538)
H (-7.264, 1.941, 5.659)
H (-4.491, -0.189, -4.592)
H (-3.870, -1.236, 3.962)
H (0.850, 3.363, -4.715)
H (2.632, -5.320, 4.926)
H (0.495, 2.302, 3.294)
H (6.678, -1.412, 0.286)
H (-0.578, 6.068, 1.476)
H (3.083, 0.390, -1.235)
H (-3.824, -0.714, -3.021)
H (0.966, -7.159, 0.649)
H (-4.913, 0.684, -3.091)
H (-7.467, -0.475, 6.216)
H (-2.814, 3.410, -5.300)
H (0.467, -3.028, 2.007)
H (4.051, -1.461, 3.715)
H (-5.758, -2.056, 5.357)
H (0.703, -5.072, 3.381)
H (3.132, -5.993, 0.368)
H (-4.234, 3.216, -4.257)
H (5.305, 2.646, 0.179)
H (-3.967, 4.674, -0.915)
H (-1.045, 1.047, -5.839)
H (-1.144, -5.961, 0.132)
H (-5.595, 2.461, -0.713)
H (4.302, -3.489, 5.087)
H (-1.074, -3.616, -0.677)
H (-1.090, 4.684, -3.284)
H (4.153, -3.048, -4.611)
H (-1.495, 5.304, -0.734)
H (-5.388, 2.744, 4.275)
H (-3.793, 0.416, -0.263)
H (5.549, -1.003, -4.455)
H (-1.262, -0.488, -4.989)
H (-4.074, 2.229, -5.735)
H (2.149, 1.902, -2.778)
H (3.127, 1.924, 1.094)
H (3.186, -3.660, -0.426)
H (4.497, -2.124, 1.185)
H (0.364, 5.019, 3.837)
H (7.100, 0.976, -0.222)
H (2.232, -3.352, -3.095)
H (4.997, 0.726, -2.761)
H (-2.548, 0.113, -6.082)

Atomic forces in eV per Å
-0.3 -0.2 0.2
0.1 0.1 0.1
0.0 -0.2 0.2
-0.1 0.0 0.0
0.1 0.0 0.0
0.0 -0.2 0.0
-0.1 -0.1 0.0
0.0 0.2 0.2
0.1 -0.2 0.2
0.0 0.3 0.0
0.1 -0.1 -0.1
-0.1 0.3 -0.1
-0.2 0.2 -0.2
0.1 0.0 0.0
0.0 0.0 0.1
0.0 0.0 0.0
-0.1 0.0 0.0
-0.1 0.0 0.1
0.0 -0.1 0.1
0.0 0.0 0.0
0.0 0.1 0.0
0.0 0.0 0.0
0.0 0.0 -0.1
0.1 0.0 0.0
0.0 -0.1 0.0
-0.1 0.0 0.0
-0.1 0.0 -0.1
0.0 0.1 0.0
0.1 0.0 0.1
0.1 0.1 0.0
0.0 0.1 -0.1
0.0 0.1 0.0
-0.1 0.0 -0.1
-0.1 0.0 0.1
0.1 -0.1 0.0
0.1 0.0 0.1
0.0 0.0 0.1
-0.1 0.0 0.1
0.0 -0.1 0.0
0.0 0.0 0.0
0.0 -0.1 0.0
0.0 0.0 -0.1
0.0 0.0 0.0
0.0 0.0 0.0
0.0 -0.1 0.0
0.4 0.5 -0.2
0.1 -0.1 0.1
0.0 0.0 0.0
0.1 0.0 0.0
0.1 0.0 -0.1
0.0 -0.1 -0.1
0.1 0.0 -0.1
0.1 -0.1 -0.1
0.0 0.0 0.0
0.1 0.0 0.0
0.1 -0.1 0.0
-0.1 -0.1 -0.2
0.0 0.0 0.0
0.0 0.0 0.0
0.0 0.0 0.0
0.0 0.0 0.1
0.0 0.0 0.0
0.0 0.0 0.0
0.0 0.0 0.0
0.0 0.0 0.0
0.0 0.0 -0.1
0.0 0.0 0.0
0.0 0.0 0.0
0.0 0.0 0.0
0.0 0.0 0.0
0.0 0.0 0.0
0.0 0.0 0.0
0.0 0.0 0.0
0.0 0.0 0.0
0.0 0.0 0.0
0.0 0.0 0.0
0.0 0.0 0.0
0.0 0.0 0.0
0.0 0.0 0.0
0.0 0.0 0.0
0.0 0.0 0.0
0.0 0.0 0.0
0.0 0.0 0.0
0.0 0.0 0.0
0.0 0.0 0.0
0.0 0.0 0.0
0.0 -0.1 0.0
0.0 0.0 0.0
0.0 0.0 0.0
0.0 0.0 0.0
0.0 0.0 0.0
0.0 0.0 0.0
0.0 0.0 0.0
0.0 0.0 0.0
0.0 0.0 0.0
0.0 0.1 0.0
0.0 0.0 0.0
0.0 0.0 0.0
0.0 0.0 0.0
0.0 0.0 0.0
0.0 0.0 0.0

Results
Net charge = -2
Strongest force on any atom = 0.64 eV/A
Molar mass = 1001.16 Da
Total energy = -171413.0049 eV
Energy above the lowest of the compared OMol25 structures with the same formula, charge and spin = 32.2 kcal/mol
E_HOMO = -1.44 eV

---

Number 1: LUMO level 4.187 eV. Number 2: LUMO level 4.333 eV.